1.
{"formula": "C7H5FIN", "method": "the ωB97M-V functional and the def2-TZVPD basis", "elements": ["C", "C", "C", "C", "C", "C", "C", "N", "F", "I", "H", "H", "H", "H", "H"], "coordinates": [[3.06700, -1.28942, 1.47191], [-1.04764, -1.76251, 0.35492], [-1.14121, -0.80997, 1.26767], [2.93076, -0.07146, 0.80652], [-0.03927, -1.37548, -0.56726], [0.05893, 0.18725, 1.09795], [0.59724, -0.23366, -0.17912], [3.16797, -2.08084, 2.29807], [0.34051, -2.13250, -1.57105], [4.23417, 0.24960, -0.84092], [-1.82460, -2.51476, 0.33514], [-1.80034, -0.87716, 2.16388], [-0.29726, 1.23856, 1.20441], [0.93413, 0.06856, 1.75409], [1.27842, 0.54549, -0.74496]], "multiplicity": 1, "homo_energy_ev": [-8.728, -8.731], "charge": 0, "energy_ha": -721.834782, "gap_ha": [0.2401, 0.2402]}



2.
{"formula": "C3H5N3O", "method": "the ωB97M-V functional and the def2-TZVPD basis", "elements": ["C", "C", "C", "H", "H", "H", "H", "H", "N", "N", "N", "O"], "coordinates": [[2.30314, -0.18729, 0.10087], [0.76616, 0.21980, -0.14318], [-1.27549, 0.12592, -0.00384], [2.53331, -1.18654, -0.47390], [2.21738, -0.38772, 1.16802], [3.03075, 0.67080, -0.12536], [-2.73214, -1.49388, -0.63301], [-3.56097, 0.14387, 0.41165], [0.40088, 1.54374, -0.21151], [-2.50937, -0.15741, 0.06317], [-0.22146, -0.69369, -0.17247], [-0.95219, 1.40240, 0.01956]], "multiplicity": 1, "homo_energy_ev": -8.588, "charge": 0, "energy_ha": -356.651437, "gap_ha": 0.2939}



3.
{"formula": "C4H7NO", "method": "the ωB97M-V functional and the def2-TZVPD basis", "elements": ["C", "C", "C", "O", "C", "N", "H", "H", "H", "H", "H", "H", "H"], "coordinates": [[-0.86453, 0.61238, 1.13181], [0.07688, 0.07323, 0.07932], [1.02944, -1.01129, 0.45928], [2.07414, -1.21969, -0.11637], [-0.34805, -0.10046, -1.34540], [0.49093, 1.01245, -0.95125], [-0.40590, 1.45520, 1.65992], [-1.78510, 0.97379, 0.66522], [-1.13109, -0.15459, 1.86789], [0.67171, -1.68026, 1.26972], [0.11321, -0.91225, -1.90512], [-1.37947, 0.12586, -1.60159], [1.45783, 0.82563, -1.21344]], "multiplicity": 1, "homo_energy_ev": -9.989, "smiles": "C[C@@]1(C=O)CN1", "charge": 0, "energy_ha": -286.563144, "gap_ha": 0.4010}



4.
{"formula": "C9H17N2O3S", "method": "the ωB97M-V functional and the def2-TZVPD basis", "elements": ["C", "C", "C", "C", "C", "C", "C", "C", "C", "N", "N", "O", "O", "O", "S", "H", "H", "H", "H", "H", "H", "H", "H", "H", "H", "H", "H", "H", "H", "H", "H", "H"], "coordinates": [[-1.32414, 0.28660, 0.33954], [0.66809, -1.62667, -0.28473], [-0.30107, 1.04135, 0.32695], [1.43216, -0.71038, 0.40313], [-0.79697, -1.99965, -0.20216], [-1.63469, -0.74776, -0.70132], [-3.79129, -1.51740, 0.18341], [1.28073, 2.79079, -0.29786], [1.43596, 1.69072, 1.86715], [-3.09590, -0.89424, -0.94303], [0.72953, 1.69896, 0.48987], [3.51209, 0.86980, 0.42869], [2.20108, 0.28281, -1.71170], [3.81769, -1.24856, -0.62773], [2.93194, -0.17681, -0.36408], [-2.21121, 0.67090, 0.89903], [0.92010, -1.91673, -1.35176], [-0.99383, -2.90283, -0.83276], [-1.07925, -2.13591, 0.77436], [-1.25752, -0.57430, -1.71556], [-4.77542, -1.74829, -0.34009], [-3.51570, -2.55142, 0.49612], [-3.97874, -0.85524, 1.00446], [1.90150, 2.38757, -1.02235], [0.49608, 3.38600, -0.65003], [1.87555, 3.41025, 0.42216], [1.48150, 2.71845, 2.18880], [0.88338, 1.16883, 2.61244], [2.40436, 1.25724, 1.57367], [1.48751, -0.61286, 1.39833], [-3.28353, -1.46380, -1.80017], [2.58003, 0.02259, -2.56280]], "multiplicity": 3, "homo_energy_ev": [-9.411, -12.935], "s2": 2.013, "charge": 1, "energy_ha": -1085.948793, "gap_ha": [0.1882, 0.1841]}



5.
{"formula": "C28H34MgN7O2S", "method": "the ωB97M-V functional and the def2-TZVPD basis", "elements": ["Mg", "C", "C", "C", "C", "C", "C", "C", "S", "O", "O", "N", "C", "C", "C", "C", "C", "C", "C", "C", "N", "C", "H", "H", "H", "H", "H", "H", "H", "H", "H", "H", "H", "H", "H", "C", "C", "C", "C", "N", "N", "C", "H", "H", "H", "H", "H", "H", "H", "H", "C", "C", "N", "C", "N", "C", "C", "C", "N", "C", "H", "H", "H", "H", "H", "H", "H", "H", "H", "H", "H", "H", "H"], "coordinates": [[-0.87134, 0.98067, -0.14839], [6.13450, -3.35749, -0.51556], [4.81895, -2.70794, -0.91848], [3.61309, -2.75705, -0.16726], [2.52626, -1.95241, -0.52837], [2.57845, -1.15297, -1.63259], [3.74930, -1.12435, -2.43236], [4.83896, -1.92468, -2.04630], [1.22158, -0.16333, -2.06944], [0.03896, -1.06633, -2.00056], [1.59458, 0.43636, -3.31926], [0.92378, 0.92003, -0.93792], [1.70327, 2.05009, -0.69464], [2.87870, 2.41206, -1.21547], [3.50546, 3.65605, -0.86477], [2.89679, 4.58884, -0.08307], [1.61537, 4.29784, 0.44056], [0.86554, 5.25660, 1.19968], [-0.39167, 4.90616, 1.55201], [-0.87599, 3.67593, 1.18690], [-0.21806, 2.80703, 0.47024], [1.04392, 3.04386, 0.10652], [6.74433, -2.59585, -0.02519], [6.69841, -3.76805, -1.34111], [5.96344, -4.28312, 0.05718], [3.59695, -3.40879, 0.69928], [1.67710, -1.87275, 0.12897], [3.82829, -0.61606, -3.35148], [5.78410, -1.89235, -2.64048], [3.38158, 1.80242, -1.97464], [4.48504, 3.86537, -1.35038], [3.28377, 5.54250, 0.18405], [1.27017, 6.25329, 1.44613], [-0.96614, 5.60213, 2.13856], [-1.87694, 3.36421, 1.59448], [-5.96967, -0.16986, -2.21920], [-4.54352, 0.29148, -2.18342], [-3.78894, 0.95959, -3.15011], [-2.59432, 1.31828, -2.52071], [-2.63632, 0.93313, -1.24175], [-3.81690, 0.28194, -1.01208], [-1.49373, 2.10006, -3.16917], [-6.17674, -0.72225, -3.13931], [-6.62550, 0.73566, -2.15618], [-6.17654, -0.79033, -1.34104], [-4.00211, 1.13372, -4.19054], [-3.98975, -0.12826, -0.06566], [-0.69240, 1.37695, -3.49127], [-1.00130, 2.73595, -2.39577], [-1.91301, 2.72157, -3.99301], [-2.20107, -4.12794, 1.77904], [-1.46088, -3.69121, 0.58585], [-1.28980, -2.22504, 0.52895], [-1.18737, -1.49834, 1.63633], [-0.85978, -0.17978, 1.43124], [-0.46700, 0.52391, 2.66962], [-1.62783, 0.38728, 3.62671], [-1.71003, -1.16223, 4.00403], [-1.40139, -2.03351, 2.81978], [-1.59974, -3.50341, 3.01879], [-2.09878, -5.22205, 1.86255], [-3.26193, -3.87923, 1.70290], [-1.84272, -4.04395, -0.40097], [-0.40690, -4.05182, 0.50657], [-0.78771, -1.85457, -0.29300], [-0.19679, 1.55693, 2.49817], [0.42748, 0.10019, 3.21186], [-2.59023, 0.74542, 3.27165], [-1.45856, 0.93715, 4.58391], [-2.71786, -1.32273, 4.41480], [-0.93839, -1.35955, 4.78403], [-2.29543, -3.66286, 3.84635], [-0.66701, -4.02819, 3.23319]], "multiplicity": 1, "homo_energy_ev": -10.422, "charge": 1, "energy_ha": -2219.363534, "gap_ha": 0.2916}



6.
{"formula": "C20H25N3O5S", "method": "the ωB97M-V functional and the def2-TZVPD basis", "elements": ["C", "O", "C", "C", "C", "C", "C", "C", "N", "C", "S", "O", "O", "C", "C", "C", "C", "C", "O", "N", "C", "C", "N", "O", "C", "C", "C", "C", "C", "H", "H", "H", "H", "H", "H", "H", "H", "H", "H", "H", "H", "H", "H", "H", "H", "H", "H", "H", "H", "H", "H", "H", "H", "H"], "coordinates": [[2.31991, 2.11914, 1.47179], [2.77185, 1.20411, 0.50017], [4.09946, 1.20638, 0.17757], [5.00646, 2.17568, 0.57345], [6.31931, 2.13235, 0.12764], [6.73049, 1.12194, -0.71642], [5.83850, 0.13109, -1.09602], [4.52603, 0.15083, -0.64884], [3.58632, -0.83265, -0.98510], [3.83043, -1.68090, -2.12993], [2.75584, -1.55507, 0.29804], [3.41317, -1.29492, 1.54291], [2.54175, -2.92937, -0.06510], [1.12327, -0.80934, 0.29771], [0.54990, -0.36574, -0.87642], [-0.73646, 0.14588, -0.85127], [-1.44885, 0.18249, 0.34282], [-2.80363, 0.82461, 0.38187], [-2.89985, 2.04682, 0.37104], [-3.87500, 0.01490, 0.44917], [-5.18436, 0.62735, 0.60245], [-5.80244, 1.08775, -0.72905], [-5.14926, 2.12203, -1.27864], [-6.78422, 0.56471, -1.20834], [-3.79538, -1.43398, 0.30652], [-4.27499, -2.14737, 1.57151], [-4.56977, -1.89686, -0.92584], [-0.85770, -0.26868, 1.51875], [0.43342, -0.76785, 1.49344], [1.26236, 1.90008, 1.61204], [2.85022, 1.98420, 2.41844], [2.42968, 3.15283, 1.12835], [4.69846, 2.97929, 1.22279], [7.01166, 2.89810, 0.44216], [7.74813, 1.08841, -1.07388], [6.17571, -0.66649, -1.73782], [4.01065, -1.05593, -3.00517], [2.94134, -2.28761, -2.28191], [4.67593, -2.35847, -1.97971], [1.11513, -0.40064, -1.79332], [-1.19476, 0.51562, -1.75643], [-5.07183, 1.50480, 1.24652], [-5.86233, -0.08426, 1.07000], [-5.47248, 2.50400, -2.15212], [-4.32955, 2.50421, -0.82189], [-2.73666, -1.67199, 0.16167], [-3.81210, -1.71103, 2.45333], [-5.35524, -2.09171, 1.67663], [-3.99651, -3.19614, 1.52017], [-5.62658, -1.65870, -0.84342], [-4.17999, -1.41478, -1.81955], [-4.46375, -2.97227, -1.03919], [-1.40572, -0.22095, 2.44808], [0.92410, -1.11587, 2.38832]], "multiplicity": 1, "homo_energy_ev": -8.438, "smiles": "COc1ccccc1N(C)S(=O)(=O)c1ccc(C(=O)N(CC(N)=O)C(C)C)cc1", "charge": 0, "energy_ha": -1715.788202, "gap_ha": 0.3295}



7.
{"formula": "C17H10F7NO", "method": "the ωB97M-V functional and the def2-TZVPD basis", "elements": ["F", "C", "C", "C", "F", "C", "C", "C", "C", "C", "C", "C", "C", "F", "C", "C", "F", "C", "C", "H", "H", "H", "H", "H", "H", "H", "H", "H", "H", "N", "C", "C", "F", "F", "F", "O"], "coordinates": [[4.87801, -1.05355, 1.57555], [3.68897, -0.76651, 2.15604], [3.50388, -0.95885, 3.51314], [2.28803, -0.66504, 4.10845], [2.12007, -0.85355, 5.43906], [1.25048, -0.18264, 3.34019], [1.40399, 0.02177, 1.96108], [0.33185, 0.53599, 1.17338], [0.46493, 0.83365, -0.16157], [-0.53109, 1.32162, -0.97174], [-0.34983, 1.57364, -2.36367], [-1.38689, 2.11118, -3.13833], [-1.22752, 2.33229, -4.48963], [-2.24384, 2.84517, -5.22333], [-0.02229, 2.02093, -5.09793], [1.02338, 1.49655, -4.36105], [2.19821, 1.18848, -4.96000], [0.85991, 1.28073, -3.01342], [2.65247, -0.28114, 1.39533], [4.31338, -1.33749, 4.10782], [0.32530, 0.07159, 3.82483], [-0.61819, 0.70697, 1.64446], [1.43273, 0.69539, -0.59954], [-1.49523, 1.51548, -0.53700], [-2.32788, 2.36100, -2.68464], [0.09974, 2.18154, -6.15398], [1.69318, 0.86731, -2.48139], [2.84197, -0.14205, 0.34897], [-1.64200, -1.55061, 2.81201], [-2.10709, -2.23702, 2.28436], [-3.26078, -1.93898, 1.71709], [-3.95180, -3.04273, 0.93080], [-3.16759, -3.38616, -0.10066], [-4.12772, -4.09941, 1.73744], [-5.14251, -2.62401, 0.47136], [-3.76826, -0.84156, 1.79655]], "multiplicity": 1, "homo_energy_ev": -7.041, "charge": 0, "energy_ha": -1482.728813, "gap_ha": 0.1163}



8.
{"formula": "C5H8O2", "method": "the ωB97M-V functional and the def2-TZVPD basis", "elements": ["C", "C", "C", "C", "C", "O", "H", "H", "H", "H", "H", "H", "O", "H", "H"], "coordinates": [[-2.36449, -0.19741, -0.82786], [-1.29511, -0.30697, -0.28006], [0.00133, -0.49524, 0.31333], [0.15171, -0.60968, 1.63691], [1.15901, -0.65666, -0.66179], [1.00400, 0.01108, -1.88506], [-3.32828, -0.14547, -1.28527], [1.14015, -0.75886, 2.06588], [-0.69266, -0.55424, 2.31625], [1.28429, -1.74156, -0.80517], [2.07314, -0.26307, -0.21185], [0.18196, -0.29350, -2.29141], [0.56013, 2.20175, 0.52819], [0.45627, 1.53960, 1.22288], [-0.33145, 2.27024, 0.16502]], "multiplicity": 1, "homo_energy_ev": -9.570, "smiles": "C#CC(=C)CO.O", "charge": 0, "energy_ha": -345.691479, "gap_ha": 0.3690}